Entry 1:
DFT (ωB97M-V/def2-TZVPD) results for 3 unconnected molecules or ions with the total composition C15H26NO4 at a distorted geometry.

Relative energy (zero: lowest compared OMol25 entry of this formula, charge and spin) in eV: 0.0000
Net charge: +1
2S+1: 1

XYZ file:
```
46
Properties=species:S:1:pos:R:3:lowdin_charge:R:1
H -2.657 1.086 1.769 0.16
H 0.494 2.770 1.366 0.13
C -1.750 -3.324 -2.187 -0.16
C -1.466 -2.041 -2.971 -0.09
C -2.237 -4.259 -3.290 -0.15
C -1.821 0.452 2.085 -0.29
H 6.031 1.245 -0.693 0.14
N -0.146 0.929 0.393 0.08
H -0.280 3.005 3.965 0.09
H 3.616 2.286 -2.249 0.12
O 2.625 0.410 1.040 0.08
H -1.642 -0.674 0.143 0.13
H -2.013 -5.305 -3.098 0.13
O -0.552 -1.982 -5.229 0.13
H -0.376 -0.887 1.384 0.14
H 0.805 0.582 0.572 0.11
H 0.157 0.820 2.966 0.16
C 5.102 1.094 -1.242 -0.12
C -0.737 1.372 2.658 -0.32
C -1.100 -2.573 -4.350 -0.49
H -2.352 -1.410 -3.063 0.13
H -0.823 -3.710 -1.762 0.12
H -3.307 -4.157 -3.480 0.13
H -1.257 2.564 0.985 0.14
H 4.051 2.897 0.712 0.14
H -2.469 -3.209 -1.378 0.11
C 3.503 2.411 -0.097 -0.07
O 4.253 0.228 -0.450 0.06
C 4.298 2.378 -1.403 -0.14
H -3.662 -2.304 2.861 0.07
O -1.523 -3.849 -4.467 0.04
C 3.370 0.939 0.241 -0.47
C -3.532 -1.245 2.676 0.04
H 4.922 3.252 -1.570 0.12
H -4.396 -0.670 2.360 0.07
H -0.636 -1.471 -2.560 0.11
C -2.348 -0.683 2.917 -0.14
H 5.324 0.595 -2.180 0.13
C -0.347 2.083 1.345 -0.08
H -1.861 3.138 3.205 0.09
H -1.577 2.006 4.566 0.09
H 2.526 2.879 -0.202 0.11
C -1.059 -0.181 0.913 -0.05
H -1.744 -1.060 3.739 0.12
C -1.159 2.436 3.657 -0.03
H -0.248 1.139 -0.595 0.18
```

---

Entry 2:
DFT (ωB97M-V/def2-TZVPD) results for C15H26O2 in the gas phase at a distorted geometry.

Relative energy (zero: lowest compared OMol25 entry of this formula, charge and spin) in eV: 3.9547
2S+1: 1

XYZ file:
```
43
Properties=species:S:1:pos:R:3:lowdin_charge:R:1
H -2.663 -1.745 2.220 0.10
C 1.769 1.587 0.544 -0.01
H 2.733 -0.385 -0.503 0.13
H 1.674 -0.714 -1.938 0.14
H -1.949 -0.021 0.548 0.10
H 0.951 -2.896 2.416 0.09
C 1.105 0.945 -0.700 -0.45
C -1.037 -2.656 1.110 -0.48
O -0.782 -3.890 0.354 -0.08
H -1.029 4.083 -1.610 0.04
H -0.498 -3.662 2.843 0.03
H -3.207 -2.579 0.817 0.06
C -1.014 2.216 -0.702 -0.27
H 0.235 -3.985 0.366 0.10
C 0.827 3.190 -2.034 -0.13
H -0.920 0.395 -1.636 0.18
H -1.422 2.928 -2.641 0.12
H 1.439 -1.179 1.070 0.13
H -0.212 -1.993 3.224 0.09
H 1.155 1.175 -2.674 0.09
H 2.432 0.851 1.145 0.11
H -0.666 -1.950 -0.793 0.15
H 2.591 2.073 -1.988 0.15
H 1.254 -3.008 -1.131 0.08
H 1.219 3.883 -1.306 0.10
C 1.056 -1.462 0.094 -0.29
C 1.689 -0.450 -0.859 -0.09
C 1.485 1.798 -1.909 -0.16
C -1.788 2.735 0.329 0.07
C -0.433 -1.532 0.183 -0.20
H -2.272 3.723 0.086 0.07
H 2.440 2.281 0.184 0.04
C -2.476 -2.634 1.564 -0.04
O 1.542 -2.849 -0.242 -0.05
C -0.900 -0.080 0.460 -0.08
H -1.930 2.390 1.343 0.05
C -0.761 3.172 -1.822 -0.13
H -2.684 -3.623 2.179 0.13
H 0.982 1.944 1.253 0.10
H 1.172 3.636 -2.995 0.11
H -0.485 0.247 1.411 0.12
C -0.460 0.833 -0.715 -0.20
C -0.161 -2.790 2.459 -0.02
```

---

Entry 3:
DFT (ωB97M-V/def2-TZVPD) results for a molecular structure, C15H27AlBCl4Cs2F8MgNO19P2S at a distorted geometry.

2S+1: 1

XYZ file:
```
82
Properties=species:S:1:pos:R:3:lowdin_charge:R:1
S 3.751 -2.299 -5.044 0.54
P -3.403 3.774 2.195 0.56
H -6.681 6.255 2.026 0.08
O 2.676 -6.075 -1.635 -0.22
C -1.610 5.791 2.236 -0.27
Cs -1.718 -3.261 -2.272 2.13
H 4.107 0.842 -2.639 0.08
H -0.524 5.859 2.133 0.12
C 6.503 3.904 1.624 -2.06
F 4.736 -5.647 1.550 0.24
H -5.114 6.107 0.221 0.11
Cs 1.387 -1.236 -4.513 1.86
H 3.588 -6.029 -1.293 0.06
Cl 6.704 5.655 1.731 0.53
O -0.102 0.021 0.413 -0.13
O -3.504 3.824 3.819 -0.20
C 5.192 0.455 -1.435 -0.74
C -5.220 5.211 0.838 -0.28
F 5.121 -3.526 0.687 0.00
H 3.461 -1.598 -2.902 0.06
C -2.008 6.396 3.562 -0.08
Cl 7.226 3.142 3.049 0.51
C 0.661 -5.214 -4.283 -0.06
O 6.054 0.620 -0.590 0.02
H -3.392 2.867 5.600 0.12
H 2.487 -4.119 -6.221 0.13
O 4.585 -0.665 -1.680 -0.13
C -1.301 -5.029 -0.804 -0.63
O 4.657 -3.239 -4.493 -0.24
H 1.195 -6.160 -4.315 0.10
C 1.635 -3.953 -4.128 -0.30
N 0.683 0.514 1.270 -0.64
H -6.555 4.567 2.429 0.07
C -0.345 -5.198 -3.035 -0.24
O -1.907 4.402 2.052 -0.22
F -9.312 4.018 2.814 -0.20
Cl 7.305 3.301 0.171 0.54
C 2.211 -3.334 -5.524 -0.37
H 1.034 -3.139 -3.609 -0.05
H 0.054 -5.094 -5.177 0.12
H -2.034 6.364 1.412 0.11
F -10.738 4.071 5.193 -0.21
H -1.621 7.415 3.626 0.08
F 5.939 -5.413 -0.368 0.21
H -5.197 4.361 0.158 0.10
H 2.503 -4.253 -3.517 0.09
B 4.870 -5.000 0.374 -1.11
C -1.560 2.487 4.523 -0.08
H -1.609 5.820 4.396 0.07
F -8.253 2.843 5.093 -0.21
H -1.260 1.687 5.201 0.08
O 3.335 -1.185 -3.793 -0.74
O -2.700 -5.304 -3.968 0.15
H -1.027 3.398 4.799 0.07
H 1.490 -2.572 -6.003 -0.04
C -6.532 5.265 1.595 -0.07
Mg 5.347 -1.795 0.102 1.34
H -7.375 5.039 0.943 0.08
C -1.980 -5.249 -3.028 -0.77
O -1.173 -4.809 0.343 0.21
H -3.583 1.793 4.218 0.11
O -4.456 2.808 1.787 -0.21
H 3.006 -7.745 -2.873 0.01
H -1.240 2.212 3.518 0.05
F 3.685 -4.996 -0.385 -0.05
O 2.705 -7.985 -3.752 -0.05
O 1.836 0.871 0.917 -0.11
Cl 4.788 3.505 1.551 0.55
C 0.068 -5.072 -1.674 -0.28
O -4.091 5.182 1.718 -0.24
Al -9.186 4.135 4.507 -0.17
O 0.297 0.636 2.429 -0.02
F -8.441 5.604 4.913 -0.20
O 4.279 -1.596 -6.163 -0.21
O 4.709 1.456 -2.220 0.16
O 2.434 -3.443 -1.010 -0.24
O -2.486 -5.207 -1.649 -0.25
P 1.785 -4.965 -0.865 0.94
H 3.245 -3.528 -1.541 0.05
C -3.067 2.688 4.576 -0.26
H 2.057 -8.682 -3.598 0.05
H -3.088 6.446 3.683 0.07
```

---

Entry 4:
DFT (ωB97M-V/def2-TZVPD) results for a molecular structure, C15H27BBr39N5OP at a distorted geometry.

Relative energy (zero: lowest compared OMol25 entry of this formula, charge and spin) in eV: 0.0000
Net charge: -1
2S+1: 1

XYZ file:
```
89
Properties=species:S:1:pos:R:3:lowdin_charge:R:1
H -8.162 0.538 -1.316 -0.03
Br 2.872 4.994 -4.702 0.54
H -1.957 2.361 -7.969 -0.03
Br -0.897 -3.157 -0.384 0.62
Br -6.053 0.274 3.339 0.61
Br -7.049 -0.621 -3.199 0.54
Br 10.750 2.047 -1.358 0.56
Br 1.385 6.407 1.437 0.57
Br 7.766 4.018 2.441 0.61
Br 1.663 -9.425 4.403 0.56
H -4.276 1.499 0.567 -0.04
H -7.183 -4.380 -3.452 -0.03
B -2.659 3.046 0.513 -0.88
H 1.967 -11.768 5.154 -0.03
C 2.151 -11.285 4.205 -1.63
Br -6.997 -1.238 -0.032 0.49
Br 6.727 1.193 1.331 0.58
Br 3.294 -3.453 -2.636 0.58
Br 0.830 5.909 -2.409 0.58
Br -6.829 -2.839 3.235 0.54
Br -6.165 -6.587 -2.959 0.55
C 2.453 4.802 1.289 -1.63
H -3.115 4.822 -2.832 -0.03
H 6.981 6.448 4.142 -0.08
C 0.025 -3.929 1.135 -1.61
H -0.535 1.068 0.461 0.03
H -0.898 0.386 1.949 0.06
Br 1.764 -9.220 0.236 0.53
C 4.234 -4.211 -1.126 -1.61
C -7.171 0.116 -1.410 -1.56
Br 3.446 4.751 -0.371 0.55
Br 1.402 3.205 1.552 0.63
Br 11.031 1.360 1.755 0.54
H -3.942 4.057 1.884 0.02
N -1.040 0.349 0.955 0.08
Br -5.902 1.547 -1.142 0.69
C -6.800 -4.808 -2.534 -1.61
H 0.933 -4.373 0.756 -0.12
C 6.225 2.967 1.915 -1.58
N -3.701 4.150 0.899 -0.04
H -4.572 3.905 0.428 -0.01
N -2.933 4.823 -1.837 -0.21
C -2.448 0.319 0.609 -0.67
C -3.258 1.589 1.002 -0.21
C 10.811 2.759 0.439 -1.65
Br -6.037 -1.474 6.019 0.55
Br 3.211 -5.625 -0.290 0.59
H 5.140 -4.661 -1.508 -0.03
O -0.685 3.191 -1.666 -0.45
Br 6.791 8.860 4.681 0.57
H -3.485 -0.534 -0.873 0.04
Br 4.769 -2.849 0.139 0.57
H -4.724 -1.731 3.931 -0.04
H -2.185 5.503 -1.706 -0.01
Br 0.641 -10.456 -2.494 0.57
H 1.837 -8.325 -2.073 -0.04
P -2.403 3.202 -1.406 0.84
Br 4.034 -11.493 3.814 0.56
Br -3.172 4.435 -8.571 0.54
Br -4.179 1.396 -8.494 0.55
Br 1.048 -12.171 2.888 0.55
Br 4.744 6.910 3.181 0.59
Br 0.562 -2.604 2.436 0.57
Br -0.281 4.478 -5.012 0.55
H 3.181 4.834 2.088 -0.15
H 5.776 3.466 1.064 -0.07
N -3.046 -0.819 1.401 0.07
H -2.302 -1.354 1.831 0.01
Br 5.609 6.301 6.200 0.56
C -5.762 -1.476 4.103 -1.61
H -1.852 -0.712 -1.001 0.00
H 0.985 6.603 -4.782 -0.03
Br 4.892 2.919 3.311 0.60
C 6.151 7.044 4.499 -1.63
Br -8.269 -4.857 -1.276 0.55
Br 12.160 4.133 0.622 0.56
N -2.603 -0.050 -0.802 0.07
Br 3.773 -9.871 -2.168 0.56
H -1.633 3.318 1.106 0.03
H -3.387 1.633 2.102 0.08
H -3.649 -0.425 2.111 -0.02
C 1.089 5.641 -4.300 -1.59
Br -5.373 -3.662 -1.924 0.53
H -0.297 2.820 -0.878 -0.06
Br -3.110 2.798 -5.821 0.54
C 1.982 -9.324 -1.682 -1.63
C -2.959 2.699 -7.744 -1.63
H 9.853 3.225 0.630 -0.10
Br -1.005 -5.351 1.949 0.55
```

---

Number 1: total energy -942.624584 hartree, lowest unoccupied orbital energy -2.87 eV, HOMO level -0.456 Eh. Number 2: total energy -737.534453 hartree, lowest unoccupied orbital energy 0.75 eV, HOMO level -0.331 Eh. Number 3: total energy -6300.094894 hartree, lowest unoccupied orbital energy -4.84 eV, HOMO level -0.296 Eh. Number 4: total energy -101689.464075 hartree, lowest unoccupied orbital energy 0.87 eV, HOMO level -0.127 Eh.